{"formula": "C54H43BF4KN7O3P2", "method": "ωB97M-V/def2-TZVPD", "spin_multiplicity": 1, "orbital_gap_ev": 4.182, "max_force_ev_per_a": 1.20, "e_tot_ha": -4399.4113, "species": ["K", "O", "C", "C", "C", "C", "C", "C", "P", "C", "C", "C", "C", "C", "C", "C", "C", "C", "C", "C", "C", "C", "C", "C", "C", "C", "C", "P", "C", "C", "C", "C", "C", "C", "C", "C", "C", "C", "C", "C", "H", "H", "H", "H", "H", "H", "H", "H", "H", "H", "H", "H", "H", "H", "H", "H", "H", "H", "H", "H", "H", "H", "H", "H", "H", "H", "H", "H", "F", "C", "C", "F", "C", "C", "C", "F", "C", "C", "C", "N", "C", "N", "F", "C", "C", "N", "C", "N", "B", "C", "N", "H", "H", "H", "O", "C", "O", "C", "N", "C", "C", "C", "H", "H", "H", "H", "H", "H", "H", "H", "H", "N", "H", "H", "H"], "xyz": [[1.447, -0.217, -1.282], [-3.782, -0.541, 0.815], [-4.202, -0.070, -0.407], [-5.565, -0.260, -0.621], [-6.177, 0.238, -1.751], [-5.422, 0.947, -2.677], [-4.075, 1.151, -2.444], [-3.418, 0.656, -1.309], [-1.627, 0.985, -1.020], [-1.705, 2.262, 0.282], [-2.586, 3.346, 0.278], [-2.590, 4.248, 1.329], [-1.723, 4.069, 2.404], [-0.858, 2.986, 2.426], [-0.850, 2.083, 1.368], [-1.194, 1.895, -2.551], [-1.020, 1.120, -3.701], [-0.612, 1.699, -4.892], [-0.362, 3.064, -4.951], [-0.525, 3.840, -3.814], [-0.938, 3.259, -2.622], [-2.582, -1.148, 1.113], [-2.305, -0.937, 2.539], [-1.301, -1.538, 3.170], [-0.288, -2.332, 2.427], [-0.518, -2.402, 0.890], [-1.850, -1.959, 0.324], [-2.204, -2.314, -1.429], [-1.400, -3.939, -1.718], [-0.452, -4.006, -2.733], [0.131, -5.216, -3.091], [-0.235, -6.377, -2.430], [-1.178, -6.325, -1.408], [-1.757, -5.116, -1.058], [-3.955, -2.856, -1.419], [-4.637, -2.802, -2.633], [-5.966, -3.184, -2.716], [-6.636, -3.614, -1.578], [-5.967, -3.667, -0.363], [-4.633, -3.293, -0.284], [-6.116, -0.823, 0.119], [-7.234, 0.070, -1.908], [-5.881, 1.351, -3.570], [-3.510, 1.725, -3.166], [-3.277, 3.472, -0.548], [-3.277, 5.085, 1.320], [-1.737, 4.769, 3.230], [-0.195, 2.823, 3.267], [-0.184, 1.227, 1.401], [-1.223, 0.053, -3.654], [-0.490, 1.084, -5.775], [-0.041, 3.518, -5.880], [-0.331, 4.905, -3.853], [-1.055, 3.876, -1.739], [-3.007, -0.300, 3.061], [-1.165, -1.399, 4.236], [-0.019, -3.258, 2.941], [-0.218, -3.361, 0.470], [-0.185, -3.101, -3.269], [0.862, -5.252, -3.889], [0.208, -7.325, -2.711], [-1.470, -7.232, -0.894], [-2.505, -5.083, -0.275], [-4.123, -2.439, -3.517], [-6.484, -3.135, -3.666], [-7.677, -3.902, -1.638], [-6.486, -3.998, 0.528], [-4.119, -3.321, 0.670], [5.829, -2.929, 2.491], [5.668, -1.612, 2.505], [5.577, -0.973, 3.677], [5.668, -1.664, 4.798], [5.338, 0.458, 3.772], [5.356, 1.154, 2.496], [5.360, 0.505, 1.333], [5.310, 1.197, 0.194], [5.425, -0.941, 1.244], [5.222, -1.605, 0.075], [4.609, -0.977, -1.061], [4.027, -0.538, -1.949], [5.466, -3.004, -0.123], [5.625, -4.115, -0.367], [5.309, 2.480, 2.501], [5.083, 1.088, 4.943], [4.784, 2.490, 5.041], [4.555, 3.605, 5.191], [5.038, 0.430, 6.218], [4.961, -0.025, 7.270], [2.058, -0.736, 2.795], [0.871, -1.434, 2.006], [0.591, -1.416, 0.737], [2.475, -1.506, 3.657], [2.917, -0.485, 1.970], [1.697, 0.312, 3.323], [2.235, 1.942, 0.659], [2.283, 2.561, -0.508], [1.745, 2.102, -1.491], [3.040, 3.885, -0.498], [3.445, 4.190, 0.882], [2.741, 5.407, 1.338], [1.527, 5.479, 0.419], [2.103, 5.025, -0.921], [3.890, 3.778, -1.174], [4.446, 4.243, 0.997], [2.716, 2.552, 1.281], [3.366, 6.296, 1.206], [2.482, 5.324, 2.393], [1.091, 6.476, 0.385], [0.751, 4.785, 0.757], [2.683, 5.827, -1.381], [1.358, 4.686, -1.638], [2.279, -4.275, -0.299], [1.695, -5.099, -0.391], [2.817, -4.386, 0.554], [2.947, -4.326, -1.061]]}